Record 1
ORCA calculation (ωB97M-V with the def2-TZVPD basis set) on a molecular structure, C23H39N2O3P3W in a non-equilibrium geometry.

```
71
Properties=species:S:1:pos:R:3:forces:R:3:lowdin_charge:R:1
P -1.3749 0.5075 -2.7908 -1.847 1.401 -1.722 0.919
C -2.0848 2.1667 -2.9649 0.096 0.335 0.651 -0.159
H -2.5976 2.2114 -3.9413 0.174 -0.136 0.352 0.098
H -1.3013 2.9374 -2.9357 -0.227 -0.240 0.006 0.062
H -2.8022 2.3507 -2.1536 0.102 0.015 -0.264 0.081
C -0.1971 0.4652 -4.1958 1.173 -0.442 0.762 -0.154
H 0.1623 -0.5503 -4.3904 -0.037 0.187 -0.097 0.056
H 0.6620 1.1186 -4.0092 -0.174 -0.094 -0.144 0.054
H -0.7252 0.8201 -5.0957 -0.169 -0.039 0.484 0.104
C -2.6974 -0.5611 -3.4011 0.004 -0.445 0.614 -0.164
H -2.9320 -0.2582 -4.4314 0.092 -0.038 0.262 0.099
H -3.5793 -0.4421 -2.7630 0.026 -0.085 -0.179 0.088
H -2.3788 -1.6084 -3.3964 -0.282 0.085 -0.106 0.058
P -1.4667 -1.8047 1.7771 -0.771 -1.457 0.813 0.795
C -2.4403 -0.5173 2.5893 -0.008 0.913 -0.316 -0.209
H -3.0170 -0.9197 3.4381 0.338 -0.208 -0.333 0.100
H -3.1350 -0.0577 1.8798 0.062 -0.098 0.256 0.055
H -1.7645 0.2640 2.9588 -0.276 -0.144 -0.005 0.054
C -2.7045 -3.0938 1.3646 0.178 0.248 -0.440 -0.204
H -2.2098 -4.0255 1.0658 -0.205 0.134 0.097 0.052
H -3.3365 -2.7392 0.5404 0.017 -0.168 0.211 0.066
H -3.3275 -3.2889 2.2473 0.154 0.090 -0.192 0.086
C -0.5894 -2.5647 3.1951 0.421 0.187 -0.359 -0.203
H -1.3198 -3.1016 3.8160 0.174 0.201 -0.120 0.088
H -0.1061 -1.7732 3.7799 -0.094 -0.234 0.014 0.063
H 0.1739 -3.2708 2.8491 -0.140 0.030 0.238 0.043
P 3.0233 0.9004 1.1096 1.345 1.132 0.454 0.925
C 3.0590 2.5250 1.9250 -0.541 -0.093 0.127 -0.125
H 4.1115 2.8199 2.1297 -0.489 -0.355 -0.174 0.109
H 2.5021 2.4468 2.8803 0.320 0.211 -0.418 0.093
H 2.5911 3.2834 1.2620 0.181 -0.451 0.395 0.073
C 3.9773 -0.3240 2.0294 -0.443 -0.522 0.153 -0.140
H 4.9277 0.0841 2.4094 -0.346 0.212 -0.178 0.107
H 4.2314 -1.1786 1.3836 -0.125 0.205 0.217 0.072
H 3.3719 -0.6627 2.8837 0.326 0.004 -0.103 0.086
C 3.7431 1.0766 -0.5304 -0.392 -0.196 -0.360 -0.145
H 4.8446 1.0697 -0.4244 -0.411 -0.048 0.103 0.113
H 3.4252 2.0325 -0.9717 0.160 -0.396 0.149 0.056
H 3.4344 0.2325 -1.1688 0.305 0.564 0.056 0.045
W 0.2187 -1.4662 -0.2310 -4.123 6.616 3.547 1.353
C -1.3429 0.0802 -0.8047 -2.679 1.954 3.424 -0.380
O -2.1551 0.6798 -0.0791 3.372 -2.341 -4.144 -0.019
C 1.2139 0.2231 1.1317 -2.288 2.061 3.042 -0.293
O 0.4831 0.6272 2.0533 2.927 -1.929 -3.745 0.055
C 1.6556 -2.9812 0.1844 1.137 -1.655 1.261 -0.136
C 2.1638 -2.0664 -0.7483 1.886 0.029 -0.663 -0.206
C 1.4663 -1.8194 -1.9539 0.831 -0.091 -1.563 -0.129
C 0.1872 -2.3875 -2.1420 0.771 -0.733 -2.307 -0.210
C -0.3058 -3.3079 -1.2226 -1.442 -1.488 -0.544 -0.130
C 0.3926 -3.5528 -0.0289 0.599 -2.050 0.706 -0.205
H 2.1839 -3.1581 1.1168 -0.025 -0.129 -0.113 0.161
H 3.0961 -1.5494 -0.5491 -0.081 -0.399 -0.154 0.106
H 1.8951 -1.1870 -2.7218 -0.060 0.128 0.099 0.147
H -0.3687 -2.1735 -3.0531 0.146 -0.133 0.281 0.121
H -1.2318 -3.8420 -1.4229 -0.054 0.314 0.143 0.172
H -0.0469 -4.1849 0.7286 0.088 -0.185 -0.046 0.138
N -0.8967 6.8367 0.8965 0.110 -0.566 -0.446 0.206
C -1.0148 5.4937 1.0742 -0.973 1.087 1.245 -0.477
O -1.7020 5.0158 1.9735 0.942 -0.211 -1.136 0.085
C -0.2235 4.6324 0.1400 0.591 -0.863 -0.724 -0.069
C 0.6538 5.1241 -0.8476 -0.145 -0.251 0.242 0.046
C 1.3303 4.2245 -1.6734 -0.261 -0.694 0.105 -0.004
C 1.0815 2.8505 -1.5015 0.718 1.386 -0.687 -0.210
N 0.2864 2.3901 -0.5571 -0.257 -0.999 0.602 0.020
C -0.3515 3.2343 0.2550 0.102 0.840 -0.146 -0.062
H -1.4948 7.4168 1.4573 -0.134 0.139 0.251 0.137
H -0.5156 7.2722 0.0674 -0.107 -0.156 0.273 0.109
H 0.8156 6.1963 -0.9673 0.044 -0.352 -0.014 0.134
H 2.0298 4.5390 -2.4415 -0.166 0.152 0.080 0.130
H 1.5578 2.1236 -2.1678 -0.116 0.200 0.219 0.093
H -1.0009 2.8236 1.0227 -0.023 0.057 0.007 0.122
```
Forces are in eV/Å.

Its spin multiplicity is 3. The highest occupied orbital energy (alpha / beta) is -0.6979 / -0.6975 Ha. As for the net charge: +4. The value obtained for the HOMO-LUMO gap (alpha / beta) is 0.157 / 0.124 Eh.


Record 2
ORCA calculation (ωB97M-V with the def2-TZVPD basis set) on a molecular structure, C21H42F4GeN2OsSi3 in a non-equilibrium geometry.

```
74
Properties=species:S:1:pos:R:3:forces:R:3:lowdin_charge:R:1
Os 0.3748 -1.0077 -0.9177 0.024 0.376 -0.304 0.951
C 3.7253 -0.5432 -0.5639 0.086 0.013 0.217 -0.086
C 3.4362 -1.9737 -0.9495 -0.051 -0.195 -0.037 -0.216
N 2.0453 -2.4629 -0.6109 0.044 0.916 0.261 -0.266
C 1.7469 -3.6506 -1.5010 0.137 0.041 0.004 -0.219
C 0.3454 -4.2226 -1.4245 -0.024 -0.005 0.138 -0.065
C 2.0077 -2.8656 0.8358 -0.037 -0.131 -0.039 -0.132
C 0.9402 -2.1208 1.6171 -0.105 0.169 0.066 -0.158
N -0.1732 -1.7631 0.7100 -0.199 -0.523 -0.458 -0.180
C -1.5114 -1.9638 1.1023 0.219 0.253 0.200 -0.142
C -2.5171 -2.0940 0.1420 0.003 -0.170 0.093 -0.176
F -2.2156 -1.9804 -1.1634 0.081 -0.046 -0.070 0.033
C -3.8252 -2.3616 0.4834 -0.076 -0.040 0.049 -0.211
F -4.7124 -2.5010 -0.4888 -0.014 0.022 -0.014 0.150
C -4.1994 -2.4715 1.8069 -0.147 -0.064 0.036 0.142
C -3.2342 -2.2861 2.7757 -0.094 -0.010 0.084 -0.193
F -3.5546 -2.3193 4.0563 -0.005 -0.021 0.002 0.158
C -1.9190 -2.0254 2.4395 -0.006 0.120 -0.026 -0.147
F -1.0579 -1.7570 3.4246 0.075 0.022 0.055 0.110
H 4.7430 -0.2895 -0.8652 0.008 -0.081 0.066 0.106
H 3.6505 -0.3964 0.5171 0.005 -0.028 -0.043 0.058
H 3.0568 0.1571 -1.0517 -0.182 0.116 -0.079 0.018
H 4.1425 -2.6218 -0.4282 -0.007 -0.164 -0.136 0.136
H 3.5890 -2.1341 -2.0144 -0.045 0.118 -0.072 0.121
H 2.4781 -4.4187 -1.2379 0.051 -0.010 -0.065 0.144
H 1.9619 -3.3396 -2.5242 0.013 0.047 0.005 0.115
H 0.1072 -4.6435 -0.4455 0.006 0.053 -0.029 0.090
H 0.2701 -5.0297 -2.1545 0.032 0.000 0.049 0.107
H -0.4248 -3.4931 -1.6830 -0.030 -0.018 -0.050 0.042
H 2.9758 -2.6687 1.2911 0.040 -0.023 -0.023 0.132
H 1.8426 -3.9395 0.9014 -0.041 -0.027 -0.078 0.135
H 1.3565 -1.2024 2.0362 -0.076 0.058 0.042 0.112
H 0.5983 -2.7287 2.4484 -0.045 -0.052 -0.036 0.133
H -5.2245 -2.6917 2.0798 0.026 0.032 -0.007 0.166
C 1.0503 2.3920 4.0194 -0.336 -0.185 0.255 -0.146
Si 1.9457 2.8315 2.5212 0.120 0.322 0.116 0.798
C 1.4350 4.2501 1.5299 -0.148 0.228 -0.233 -0.168
C 3.5361 2.0613 2.1815 0.345 -0.309 -0.107 -0.156
Ge -0.1718 1.2010 -0.3979 0.466 -0.473 -0.295 0.720
Si -2.5381 2.1321 0.1412 0.402 0.004 0.410 0.399
C -2.4197 3.8630 -0.4576 -0.016 0.296 -0.164 -0.201
C -3.8388 1.1250 -0.6553 -0.235 -0.264 -0.275 -0.166
C -2.4375 2.0002 1.9813 -0.002 -0.031 0.255 -0.207
Si 0.0905 0.9131 -3.1179 -0.537 -0.693 0.812 0.392
C -1.4379 -0.0302 -3.5274 -0.250 0.096 -0.560 -0.201
C 0.0960 2.7345 -3.2538 0.074 0.404 0.040 -0.197
C 1.6160 0.0862 -3.6997 0.420 -0.198 0.097 -0.195
H 1.7125 2.6015 4.8719 -0.045 -0.048 -0.014 0.080
H 0.8141 1.3230 4.0605 0.036 0.062 0.074 0.056
H 0.1348 2.9713 4.1370 0.012 -0.027 0.070 0.054
H 1.8565 5.1528 1.9999 -0.036 -0.036 -0.035 0.084
H 0.3508 4.3661 1.5136 0.012 0.086 0.011 0.035
H 1.8275 4.1883 0.5154 0.007 0.102 -0.020 0.050
H 4.2817 2.6076 2.7831 -0.040 -0.040 -0.059 0.085
H 3.8240 2.1527 1.1343 0.072 -0.008 0.030 0.052
H 3.5762 1.0187 2.5032 0.063 0.060 0.015 0.049
H -2.7325 3.9686 -1.4987 0.037 0.032 0.060 0.049
H -1.4252 4.2965 -0.3394 -0.058 0.051 0.008 0.027
H -3.1142 4.4548 0.1546 0.052 -0.010 -0.093 0.069
H -4.1258 1.5569 -1.6168 -0.023 -0.059 0.041 0.057
H -4.7126 1.1668 0.0083 0.028 -0.017 -0.099 0.071
H -3.5858 0.0765 -0.8078 -0.055 0.076 0.006 0.011
H -1.8488 2.8313 2.3806 -0.027 -0.076 0.030 0.029
H -2.0018 1.0580 2.3217 -0.066 0.014 0.037 0.019
H -3.4445 2.0735 2.4090 0.085 0.017 -0.015 0.066
H -2.3522 0.5354 -3.3340 0.042 -0.032 0.023 0.046
H -1.4960 -0.9650 -2.9680 -0.025 -0.009 -0.159 -0.001
H -1.4266 -0.2919 -4.5937 -0.072 0.025 0.068 0.069
H -0.7837 3.2153 -2.8230 0.025 0.004 -0.061 0.026
H 0.1251 2.9796 -4.3245 -0.030 0.025 0.098 0.076
H 0.9959 3.1473 -2.7933 -0.024 0.099 -0.082 0.050
H 1.5801 -1.0059 -3.6082 0.073 -0.061 -0.066 0.034
H 2.5175 0.4647 -3.2213 0.045 -0.010 -0.038 0.038
H 1.7027 0.3064 -4.7730 -0.059 -0.163 0.016 0.080
```
Forces are in eV/Å.

Its spin multiplicity is 2. The highest occupied orbital energy (alpha / beta) is -0.6034 / -0.6122 Ha. As for the net charge: +3. The value obtained for the HOMO-LUMO gap (alpha / beta) is 0.220 / 0.222 Eh.


Record 3
ORCA calculation (ωB97M-V with the def2-TZVPD basis set) on 2 unconnected molecules or ions with the total composition C14H15N3O7PS2 in a non-equilibrium geometry.

```
42
Properties=species:S:1:pos:R:3:forces:R:3:lowdin_charge:R:1
O 2.2695 -0.7662 0.6301 -0.521 -0.510 -0.714 0.147
C 1.3552 -0.5540 -0.1109 -0.802 2.367 -0.022 -0.341
C 0.5996 0.7495 -0.3503 -0.073 -1.043 -0.177 -0.087
C 0.8835 2.0192 0.1102 1.203 -0.426 0.786 -0.540
S 2.2784 2.4293 1.1007 0.168 0.507 0.291 0.872
C 0.0041 3.0453 -0.2581 0.372 -0.025 0.237 -0.091
C -1.0974 2.7661 -1.0200 -0.446 0.828 -0.159 -0.028
C -1.4075 1.4904 -1.4723 -0.821 -0.273 -0.922 -0.178
C -2.6680 1.2231 -2.2950 0.147 -0.429 0.810 -0.165
C -3.5455 0.1841 -1.5399 -0.335 0.017 0.411 -0.441
S -5.2444 0.8347 -1.2304 -0.301 -0.116 -0.158 0.959
C -5.8519 -0.3701 -0.0856 1.287 1.167 -0.706 -0.703
N -6.8122 -1.2068 -0.1712 -0.056 -0.140 0.042 0.064
N -6.7802 -1.9011 1.0293 -1.193 -0.986 0.105 0.041
C -5.8307 -1.4429 1.7288 0.785 0.730 -0.152 -0.185
O -5.1723 -0.4338 1.0847 -0.107 -0.527 0.601 0.015
C -0.5283 0.4889 -1.1426 0.384 -0.566 0.262 -0.045
C -0.5523 -0.9892 -1.5066 0.120 1.971 0.052 -0.345
O -1.3756 -1.6120 -2.1374 0.637 0.091 0.457 0.109
N 0.6497 -1.4559 -0.9637 -0.170 -3.184 0.766 0.016
P 1.1305 -3.0978 -1.1330 2.179 -1.455 -1.179 0.442
O 2.0676 -3.2600 -2.2303 -0.009 0.276 -0.444 -0.235
O 1.8770 -3.6077 0.2068 -1.848 0.841 -0.234 -0.091
O -0.1240 -4.0746 -1.3680 -0.048 1.084 0.993 -0.096
H 2.9069 1.2827 1.5220 -0.123 0.135 -0.156 -0.100
H 0.2083 4.0561 0.0840 -0.058 -0.125 -0.062 0.110
H -1.7495 3.6014 -1.2740 -0.025 -0.233 -0.027 0.119
H -2.3896 0.7975 -3.2633 -0.166 0.246 0.026 0.122
H -3.2094 2.1675 -2.4143 0.107 -0.171 -0.215 0.094
H -3.1106 0.0188 -0.5500 -0.104 -0.133 -0.214 0.076
H -3.6366 -0.7679 -2.0608 0.078 0.219 0.010 0.073
H -5.4881 -1.7529 2.7038 -0.052 0.073 -0.100 0.132
H 1.2193 -3.5977 0.9206 0.540 -0.110 0.417 0.083
H -0.8549 -3.9008 -0.7577 -0.192 -0.119 -0.260 0.082
C 6.5356 0.2991 2.0364 0.686 0.183 -0.196 -0.159
C 5.9323 1.6341 2.5314 0.089 -0.943 -0.329 -0.601
O 4.6578 1.4485 2.9304 -0.552 0.590 -0.153 -0.392
H 5.9768 -0.0978 1.1848 -0.136 0.044 0.077 0.047
H 7.5796 0.4433 1.7092 -0.007 -0.063 -0.012 0.041
H 6.5413 -0.4522 2.8303 -0.152 0.053 0.045 0.046
H 6.1023 2.3547 1.6891 -0.277 0.112 -0.080 0.067
H 6.6536 2.0070 3.3026 -0.207 0.041 0.284 0.066
```
Forces are in eV/Å.

The highest occupied orbital energy is -0.1078 Ha. As for the net charge: -1. The value obtained for the HOMO-LUMO gap is 0.155 Eh.